Computed, not measured: C37H33BrInN4O5PS2 as an isolated structure, with the ωB97M-V functional and the def2-TZVPD basis.

The geometry in XYZ format:
```
84
Properties=species:S:1:pos:R:3:forces:R:3:mulliken_charge:R:1
In 0.4979 0.7350 0.6707 -0.0023 0.0809 -0.0503 1.73
N -3.8175 0.9919 0.4487 0.1250 -0.1197 0.0628 -0.18
P -2.5044 0.7705 -0.6801 -0.1077 0.0134 -0.1876 0.77
C -3.2473 -0.4930 -1.8045 -0.0854 0.1147 -0.0012 -0.40
C -2.5189 -0.8120 -2.9526 0.0129 0.0184 0.0318 -0.49
C -2.9693 -1.7852 -3.8287 -0.0268 0.0403 -0.0238 -0.58
C -4.1517 -2.4688 -3.5640 0.0118 0.0070 0.0006 -0.46
C -4.8675 -2.1782 -2.4122 0.0155 0.0018 0.0159 -0.63
C -4.4138 -1.1993 -1.5340 -0.0805 0.0408 -0.0548 -0.01
C -2.8945 2.2611 -1.7042 -0.0670 -0.0078 0.0419 0.06
C -1.9849 3.3165 -1.6976 0.0461 -0.0142 -0.0053 0.06
C -2.2290 4.4566 -2.4537 -0.0229 0.0091 -0.0082 -0.92
C -3.3851 4.5591 -3.2137 -0.0050 -0.0149 0.0087 -0.38
C -4.3049 3.5170 -3.2162 -0.0054 0.0157 -0.0003 -0.71
C -4.0593 2.3765 -2.4652 0.0395 -0.0190 -0.0155 -0.41
C -3.6939 0.4540 1.7211 -0.0240 -0.0310 -0.0745 0.19
C -4.3922 1.0148 2.7988 0.0169 0.0307 0.0544 -1.02
C -4.2192 0.4663 4.0483 -0.0566 0.0509 -0.0244 -0.25
C -3.3872 -0.6365 4.2017 0.0443 -0.0319 -0.0251 -0.87
C -2.7864 -1.1510 3.0680 -0.0334 0.0189 0.0414 -0.21
N -2.9404 -0.6348 1.8481 -0.0306 0.0613 -0.0197 0.16
H -4.1665 1.9386 0.4518 -0.0092 0.0067 0.0316 0.29
H -1.5798 -0.3002 -3.1419 0.0118 -0.0207 -0.0080 0.36
H -2.3910 -2.0218 -4.7139 0.0089 -0.0063 0.0094 0.40
H -4.5023 -3.2351 -4.2458 0.0071 -0.0075 0.0065 0.33
H -5.7795 -2.7209 -2.1897 0.0068 -0.0032 0.0076 0.38
H -4.9670 -0.9773 -0.6295 0.0005 0.0147 0.0035 0.30
H -1.1001 3.2460 -1.0743 -0.0069 0.0128 0.0352 0.23
H -1.5110 5.2677 -2.4421 0.0138 -0.0139 0.0008 0.42
H -3.5710 5.4484 -3.8057 -0.0032 0.0018 0.0024 0.35
H -5.2099 3.5905 -3.8091 -0.0004 -0.0024 0.0034 0.37
H -4.7706 1.5582 -2.4811 0.0049 -0.0085 -0.0067 0.37
H -5.0205 1.8826 2.6426 0.0334 0.0259 0.0080 0.37
H -4.7209 0.9016 4.9050 0.0077 0.0117 -0.0001 0.37
H -3.1923 -1.0739 5.1708 -0.0207 -0.0212 -0.0026 0.40
H -2.1484 -2.0245 3.1364 0.0314 0.0021 -0.0611 0.34
C 2.3670 -2.2557 1.6808 -0.0306 0.0189 0.1283 -1.60
C 3.2558 -1.3357 0.8988 -0.0220 -0.0892 0.0254 1.17
C 4.6442 -1.6335 0.9079 0.0382 0.0183 -0.0312 -1.07
C 5.5080 -0.8476 0.2204 -0.0214 -0.0597 -0.0364 -1.02
C 5.0112 0.2361 -0.5381 0.0316 -0.0241 0.0143 1.15
C 5.8758 1.0533 -1.2977 -0.0061 0.0062 -0.0552 -0.73
C 5.3450 2.0698 -2.0434 -0.0141 -0.0561 0.0255 -0.79
C 3.9605 2.2857 -2.0602 -0.0177 -0.0195 0.0010 -0.38
C 3.0714 1.5091 -1.3347 -0.0201 0.1202 -0.0294 1.01
S 1.3714 1.8351 -1.4572 0.0768 -0.0266 0.0170 -0.54
C 3.6150 0.4624 -0.5188 0.0836 -0.0296 -0.0440 -1.35
N 2.7741 -0.3088 0.2389 0.1410 0.0214 -0.0116 0.57
H 2.6655 -3.2862 1.4803 0.0015 -0.0023 -0.0568 0.59
H 1.3161 -2.1305 1.4440 0.0590 0.0256 0.0672 -0.08
H 2.4833 -2.0827 2.7534 -0.0020 0.0604 -0.0204 0.31
H 4.9914 -2.4827 1.4834 -0.0257 -0.0117 -0.0070 0.51
H 6.5746 -1.0450 0.2252 -0.0022 0.0341 0.0183 0.37
H 6.9405 0.8497 -1.2833 -0.0043 0.0198 0.0305 0.34
H 5.9906 2.7089 -2.6355 -0.0026 0.0130 0.0064 0.33
H 3.5472 3.0859 -2.6613 0.0234 0.0107 0.0029 0.44
C -1.7992 -3.7198 -1.0694 -0.0315 0.1018 0.0355 -1.54
C -0.6516 -3.4404 -0.0927 -0.1229 -0.0571 -0.0446 2.43
C 0.1556 -4.7110 0.1497 -0.0155 -0.0087 0.0118 -1.84
O -1.1949 -3.0023 1.1434 0.2301 -0.0853 0.0085 -0.63
C 0.2164 -2.3232 -0.7169 -0.0718 0.0194 -0.4309 -0.26
O 1.0089 -2.6265 -1.6003 0.1308 0.0176 0.0976 -0.79
O -0.0759 -1.1384 -0.3132 -0.1410 0.0217 0.5240 0.16
H -2.4128 -4.5390 -0.6845 0.0100 -0.0101 0.0117 0.52
H -1.4118 -3.9838 -2.0548 0.0074 -0.0157 0.0111 0.38
H -2.4285 -2.8313 -1.1636 0.1054 -0.1948 0.0370 -0.01
H -0.3289 -5.2855 0.9423 -0.0332 -0.0206 -0.0429 0.40
H 1.1775 -4.4890 0.4468 -0.0005 0.0055 0.0655 0.21
H 0.1987 -5.3135 -0.7572 0.0320 0.0045 -0.0108 0.35
H -1.2668 -2.0367 1.0410 -0.2072 0.0475 0.0471 0.10
S -0.8365 2.4241 1.6113 -0.1388 -0.0446 -0.0621 -0.70
Br 7.3879 1.6251 2.2387 -0.0147 0.0038 0.0158 -0.21
C 5.5197 2.0086 2.2289 0.0221 0.0048 0.0350 0.01
C 5.0644 3.1219 1.5466 -0.0710 0.0239 -0.0242 -0.33
N 3.7747 3.4394 1.5070 0.0695 -0.0161 0.0161 -0.61
C 2.9052 2.6207 2.1040 -0.0215 0.0386 0.0490 -0.21
C 3.2842 1.4721 2.8001 -0.1469 0.1427 -0.0133 0.74
C 4.6355 1.1807 2.8909 0.0495 -0.0619 0.0040 -0.59
C 2.2685 0.5266 3.4424 0.3472 -0.0064 -0.1422 0.12
O 2.5285 0.1284 4.5805 -0.0514 -0.0602 -0.0348 -0.79
O 1.2974 0.1765 2.7082 -0.0832 -0.1108 0.0130 -0.45
H 5.7541 3.7709 1.0183 0.0144 -0.0136 0.0092 0.38
H 1.8539 2.9000 2.0451 0.0022 -0.0296 -0.0293 0.64
H 4.9670 0.3171 3.4525 -0.0056 0.0164 0.0021 0.50
```
Positions in Å, forces in eV/Å.

For the HOMO energy, the calculation gives -1.3 eV. As for the net charge: -2. The lowest unoccupied orbital energy is 3.8 eV. The calculation puts the energy relative to the best compared isomer or geometry (same formula, charge and spin) at 0.00 kcal per mole. The value obtained for the frontier orbital gap is 5.12 eV. As for the spin multiplicity: 1.

***

Computed, not measured: a 2-piece molecular cluster, C6H12O overall, with the ωB97M-V functional and the def2-TZVPD basis.

The geometry in XYZ format:
```
19
Properties=species:S:1:pos:R:3:forces:R:3:nbo_charge:R:1
C -1.8552 -0.4926 2.2188 0.5694 1.5083 1.4181 -0.38
C -1.1179 0.6470 2.0048 -1.4155 -1.5048 2.0729 -0.23
C -0.5412 1.0777 0.7482 -0.1083 -0.3962 -1.2297 -0.27
C -0.4825 0.3746 -0.4086 -0.6762 -0.0983 0.0657 -0.14
C 0.2158 0.8368 -1.6644 -0.0031 0.9758 0.1974 -0.44
C 1.0274 -0.2550 -2.3361 -1.5814 -1.2690 1.5057 -0.60
H -2.1456 -0.8001 3.2892 0.3595 0.5941 -1.9635 0.21
H -2.2147 -1.0929 1.3908 0.1987 -0.1849 0.1448 0.19
H -0.9269 1.3053 2.9090 -0.0307 -0.9177 -1.2202 0.21
H -0.1515 2.0869 0.7906 0.4646 -0.0330 -0.2726 0.21
H -1.0396 -0.5959 -0.5553 0.7715 0.8765 0.5992 0.20
H 0.9271 1.6450 -1.3886 -0.6341 -0.1270 -0.2218 0.20
H -0.5416 1.2450 -2.3890 0.6413 -0.2620 0.6032 0.21
H 0.3615 -1.1080 -2.5650 0.4058 0.2913 -0.1816 0.20
H 1.4981 0.0978 -3.1826 0.7765 0.7197 -2.1009 0.21
H 1.8047 -0.6362 -1.6993 0.2502 -0.1753 0.5500 0.22
O 1.6871 -1.7782 0.7467 -1.2994 0.5660 -0.1404 -0.95
H 1.0170 -1.0640 0.8999 0.9000 -0.8073 -0.1442 0.48
H 2.4780 -1.4933 1.1910 0.4112 0.2439 0.3179 0.47
```
Positions in Å, forces in eV/Å.

For the HOMO energy, the calculation gives -8.6 eV. The lowest unoccupied orbital energy is 0.5 eV. The calculation puts the energy relative to the best compared isomer or geometry (same formula, charge and spin) at 42.54 kcal per mole. The value obtained for the frontier orbital gap is 9.16 eV. As for the spin multiplicity: 1. As for the SMILES: C=C/C=C/CC.O.

***

Computed, not measured: C24H26F3IrN3OS2Si as an isolated structure, with the ωB97M-V functional and the def2-TZVPD basis.

The geometry in XYZ format:
```
61
Properties=species:S:1:pos:R:3:forces:R:3:mulliken_spin:R:1
Ir 0.6220 -0.1845 -0.4502 0.1126 0.0712 0.1697 2.33
F 9.1571 1.4651 3.3000 -0.0139 0.0248 0.0002 0.00
C 8.4232 2.5214 2.9057 0.0342 0.0093 0.0125 0.00
F 9.1674 3.1912 1.9945 -0.0003 -0.0081 0.0154 0.00
F 8.3266 3.3465 3.9746 -0.0021 -0.0160 -0.0107 0.00
C 7.0854 2.1354 2.3636 0.0041 -0.0054 -0.0019 0.03
C 6.2447 3.1404 1.8961 -0.0010 -0.0139 0.0003 -0.02
C 5.0102 2.8147 1.3712 -0.0020 -0.0165 0.0032 0.04
C 4.5928 1.4785 1.3093 0.0580 0.0186 -0.0173 0.00
C 5.4435 0.4788 1.7945 -0.0098 0.0031 -0.0055 0.03
C 6.6839 0.8078 2.3145 -0.0093 0.0187 -0.0039 -0.01
C 3.3299 1.1228 0.7525 -0.0683 -0.0295 0.0663 0.28
C 2.2664 0.7238 0.3109 -0.0839 -0.0189 -0.1305 -0.05
H 6.5634 4.1745 1.9396 0.0021 -0.0001 -0.0018 0.00
H 4.3509 3.5866 0.9980 0.0003 0.0002 -0.0025 0.00
H 5.1148 -0.5519 1.7498 -0.0035 -0.0053 -0.0084 0.00
H 7.3387 0.0294 2.6808 0.0033 0.0006 0.0003 0.00
S 0.8806 -2.3285 0.5232 -0.0212 -0.1630 0.1328 0.38
C 2.5070 -2.4468 0.9631 -0.0266 0.0240 -0.0681 -0.03
N 3.6111 -2.5741 1.2848 0.0154 0.0163 0.0071 0.10
C -4.2148 -2.7705 0.4080 0.0138 -0.0141 0.0127 0.00
C -4.2657 -1.6519 -0.6350 -0.0064 0.0208 -0.0184 0.00
C -2.9668 -1.8504 -1.4319 0.0253 0.0212 -0.0234 0.02
O -2.1601 -2.7733 -0.6932 -0.0539 0.0108 0.0626 0.00
C -2.7142 -2.9189 0.6077 0.0137 -0.0285 -0.0442 0.00
H -4.6308 -3.6970 0.0056 0.0031 -0.0050 0.0019 0.00
H -4.7435 -2.5212 1.3283 0.0001 -0.0006 0.0029 0.00
H -4.2538 -0.6786 -0.1419 0.0036 -0.0019 0.0109 0.00
H -5.1520 -1.7039 -1.2676 -0.0015 0.0137 -0.0053 0.00
H -2.4250 -0.9118 -1.5592 0.0047 -0.0192 -0.0257 -0.01
H -3.1366 -2.2844 -2.4202 -0.0168 -0.0122 0.0108 0.00
H -2.3387 -2.1368 1.2774 0.0155 -0.0159 0.0056 0.00
H -2.4043 -3.8909 0.9915 -0.0062 -0.0014 0.0054 0.00
C -4.0863 4.6444 0.3358 0.0051 -0.0091 -0.0017 0.00
C -2.8693 3.8779 -0.0980 -0.0023 0.0325 -0.0127 -0.01
C -1.9970 4.3875 -1.0572 -0.0070 -0.0216 0.0096 0.02
C -0.9186 3.5929 -1.3986 -0.0701 -0.0085 -0.0203 0.00
N -0.7062 2.4078 -0.8457 0.0285 0.0609 0.0074 0.07
C -1.5830 2.0072 0.0788 0.0295 0.0204 -0.0187 0.01
S -1.2691 0.4691 0.8477 0.0146 -0.0114 -0.0537 0.34
N -2.6646 2.6952 0.4703 0.0037 -0.0291 0.0021 0.02
H -3.8104 5.6351 0.7005 0.0036 -0.0007 -0.0013 0.00
H -4.5966 4.0994 1.1260 -0.0038 0.0045 0.0012 0.00
H -4.7713 4.7813 -0.5031 -0.0005 -0.0025 0.0005 0.00
H -2.1610 5.3537 -1.5143 0.0074 0.0003 -0.0028 0.00
H -0.1973 3.9082 -2.1459 0.0049 0.0036 0.0041 0.00
C -0.5115 0.6241 -6.2137 -0.0050 -0.0295 -0.0024 0.01
Si -0.4373 -1.0264 -5.3232 -0.0119 -0.0127 0.0055 -0.01
C -2.1052 -1.8751 -5.4599 0.0219 0.0137 -0.0196 0.01
C 0.8728 -2.1067 -6.1180 -0.0163 0.0150 0.0183 0.01
C -0.0354 -0.7458 -3.5725 0.0010 0.0149 -0.0267 0.50
C 0.2145 -0.5367 -2.3913 0.0131 0.0729 -0.0669 -0.03
H -0.7535 0.4904 -7.2713 -0.0005 0.0021 -0.0002 0.00
H 0.4461 1.1434 -6.1447 0.0041 -0.0062 0.0062 0.00
H -1.2723 1.2671 -5.7669 -0.0014 -0.0027 0.0052 0.00
H -2.3765 -2.0351 -6.5069 -0.0070 -0.0054 0.0037 0.00
H -2.8862 -1.2721 -4.9925 0.0055 0.0088 0.0018 0.00
H -2.0882 -2.8448 -4.9585 0.0109 0.0026 0.0061 0.00
H 0.6486 -2.2917 -7.1717 -0.0043 0.0027 -0.0015 0.00
H 0.9359 -3.0692 -5.6069 -0.0038 0.0015 0.0023 0.00
H 1.8541 -1.6331 -6.0539 -0.0029 0.0052 0.0018 0.00
```
Positions in Å, forces in eV/Å.

For the HOMO energy (spin up / spin down), the calculation gives -4.5 / -5.6 eV. As for the net charge: -1. The lowest unoccupied orbital energy (spin up / spin down) is 2.6 / 0.8 eV. The value obtained for the frontier orbital gap (spin up / spin down) is 7.09 / 6.38 eV. As for the spin multiplicity: 5. As for the expectation value of S²: 6.035.

***

Computed, not measured: a 2-piece molecular cluster, C3H9OS overall, with the ωB97M-V functional and the def2-TZVPD basis.

The geometry in XYZ format:
```
14
Properties=species:S:1:pos:R:3:forces:R:3:nbo_charge:R:1
C -1.0340 0.5016 1.9164 -0.1466 0.1480 -0.7392 -0.61
C 0.1689 0.5591 0.9451 -0.4755 -0.2552 0.7279 -0.41
C 0.2365 -0.5449 -0.0864 0.4156 -0.5374 -0.5880 -0.52
S 1.9297 -0.7722 -0.7839 -0.2242 0.0671 0.0300 -0.75
H -1.2462 1.5140 2.2628 -0.1626 -0.0570 0.2570 0.19
H -0.8739 -0.1463 2.7643 0.3415 -0.1721 0.3919 0.19
H -1.9363 0.1009 1.4468 -0.0460 0.2065 -0.2477 0.19
H 0.1338 1.5064 0.4169 0.2189 0.2462 -0.0467 0.19
H 1.0669 0.5335 1.5671 0.1393 0.1147 -0.2671 0.20
H -0.4416 -0.3437 -0.9199 -0.1114 0.2550 0.0507 0.18
H -0.1092 -1.5069 0.3000 0.0689 -0.0005 0.4033 0.17
H 0.5413 -1.1962 -3.1971 -0.1629 0.1657 -0.1796 0.48
H 1.1061 0.1136 -3.0214 -0.1038 0.1105 0.0373 0.49
O 0.4580 -0.3190 -3.6106 0.2488 -0.2915 0.1703 -0.99
```
Positions in Å, forces in eV/Å.

For the HOMO energy, the calculation gives -2.7 eV. As for the net charge: -1. The lowest unoccupied orbital energy is 4.0 eV. The calculation puts the energy relative to the best compared isomer or geometry (same formula, charge and spin) at 6.43 kcal per mole. The value obtained for the frontier orbital gap is 6.67 eV. As for the spin multiplicity: 1.